Entry 1:
Molecular formula: C35H58O38P3S
Method: DFT, ωB97M-V/def2-TZVPD

HOMO energy	-4.95	eV
Kohn-Sham gap	0.2374	Eh
lowest unoccupied orbital energy	1.50	eV
electronic energy	-5650.2073	a.u.

```
! wB97M-V def2-TZVPD RIJCOSX def2/J DEFGRID3
* xyz -1 1
C -3.85 1.50 -2.13
C -3.88 -0.04 -2.25
C -2.96 -0.68 -1.18
C -1.64 0.03 -0.83
C -0.80 0.57 -2.00
C -0.31 2.02 -1.71
S 1.16 2.50 -2.58
O 1.82 3.52 -1.81
O 0.89 2.82 -3.95
O 2.12 1.22 -2.59
O -5.20 -0.50 -1.95
P -6.28 -0.54 -3.31
C -7.82 -0.59 -2.14
P -8.67 0.95 -2.13
O -8.95 1.63 -3.40
O -7.94 1.92 -1.07
O -10.07 0.67 -1.35
O -4.86 -0.48 -4.39
C -3.65 -0.50 -3.72
P -2.99 -2.18 -4.08
O -3.12 -2.65 -5.47
O -3.73 -3.18 -3.08
O -1.43 -2.18 -3.64
H -4.86 1.87 -2.26
H -3.21 1.96 -2.87
H -3.51 1.80 -1.14
H -2.75 -1.71 -1.41
H -3.57 -0.71 -0.27
H -1.02 -0.72 -0.32
H -1.79 0.80 -0.08
H -1.36 0.61 -2.92
H 0.05 -0.09 -2.19
H -1.07 2.72 -2.04
H -0.08 2.15 -0.66
H 1.87 0.64 -1.85
H -6.25 -1.98 -3.28
H -7.14 -0.58 -4.47
H -6.34 0.90 -3.36
H -8.54 -1.36 -2.44
H -7.49 -0.81 -1.12
H -7.35 2.50 -1.56
H -10.75 1.14 -1.85
H -2.97 0.21 -4.23
H -4.09 -3.89 -3.62
H -0.96 -2.64 -4.33
C 0.49 1.41 3.47
C -0.68 1.93 4.30
O -1.36 2.79 3.37
C -1.04 2.40 2.12
O -1.55 2.81 1.13
O -0.05 1.48 2.14
H 0.75 0.39 3.73
H 1.36 2.06 3.53
H -1.35 1.12 4.59
H -0.38 2.49 5.18
C -8.18 -1.33 1.82
C -7.93 -0.65 3.15
O -6.87 -1.43 3.70
C -6.21 -2.04 2.67
O -5.19 -2.63 2.80
O -6.89 -1.88 1.52
H -8.50 -0.65 1.03
H -8.90 -2.15 1.90
H -7.59 0.38 3.02
H -8.78 -0.67 3.82
C -0.42 -4.19 4.37
C 0.20 -3.85 3.03
O 0.65 -2.50 3.25
C 0.83 -2.32 4.56
O 1.34 -1.35 5.05
O 0.33 -3.35 5.27
H -0.31 -5.23 4.64
H -1.47 -3.90 4.43
H 1.06 -4.48 2.80
H -0.50 -3.89 2.20
C 4.90 4.20 -2.33
C 5.52 4.71 -3.62
O 6.56 5.58 -3.13
C 6.88 5.19 -1.87
O 7.83 5.60 -1.27
O 6.01 4.28 -1.41
H 4.54 3.18 -2.40
H 4.09 4.83 -1.97
H 5.99 3.91 -4.20
H 4.83 5.26 -4.25
C 3.23 -3.32 -2.60
C 3.28 -1.81 -2.65
O 2.12 -1.45 -1.89
C 1.81 -2.48 -1.06
O 1.01 -2.42 -0.18
O 2.55 -3.57 -1.36
H 4.21 -3.79 -2.58
H 2.64 -3.75 -3.41
H 4.16 -1.39 -2.15
H 3.22 -1.39 -3.65
C 8.22 1.39 -2.51
C 7.19 1.27 -1.40
O 6.04 0.81 -2.12
C 6.45 0.20 -3.25
O 5.74 -0.43 -3.97
O 7.77 0.39 -3.45
H 9.24 1.17 -2.20
H 8.21 2.36 -3.00
H 7.47 0.53 -0.66
H 6.97 2.22 -0.92
C 10.14 6.58 -5.42
C 9.51 6.19 -4.10
O 10.10 4.90 -3.86
C 11.26 4.83 -4.54
O 12.06 3.95 -4.42
O 11.39 5.88 -5.38
H 10.32 7.65 -5.53
H 9.58 6.22 -6.28
H 9.79 6.86 -3.29
H 8.43 6.11 -4.14
C -4.95 -0.48 6.77
C -4.52 0.21 5.50
O -3.69 1.28 5.99
C -3.23 0.92 7.21
O -2.38 1.51 7.81
O -3.86 -0.19 7.66
H -5.07 -1.55 6.67
H -5.86 -0.05 7.19
H -3.92 -0.43 4.85
H -5.35 0.62 4.92
C 3.25 -7.16 6.96
C 1.75 -7.34 7.16
O 1.23 -6.88 5.91
C 2.19 -6.99 4.97
O 2.03 -6.83 3.80
O 3.38 -7.30 5.54
H 3.85 -7.92 7.46
H 3.59 -6.17 7.25
H 1.47 -8.38 7.29
H 1.34 -6.74 7.97
*
```

---

Entry 2:
Molecular formula: C35H59BCl3HgIN9O3
Method: DFT, ωB97M-V/def2-TZVPD

HOMO energy (spin up / spin down)	-7.22 / -8.25	eV
Kohn-Sham gap (spin up / spin down)	0.2805 / 0.2794	Eh
energy above the lowest of the compared OMol25 structures with the same formula, charge and spin	26.9	kJ/mol
lowest unoccupied orbital energy (spin up / spin down)	0.41 / -0.65	eV
electronic energy	-3944.2304	a.u.
⟨S²⟩	0.757

```
! wB97M-V def2-TZVPD RIJCOSX def2/J DEFGRID3
* xyz 0 2
Hg -0.01 -0.01 -0.24
C 0.31 -5.04 2.08
C -0.48 -3.85 1.65
C -1.86 -3.73 1.65
C -2.13 -2.45 1.15
N -0.98 -1.84 0.85
N 0.03 -2.70 1.18
B 1.53 -2.34 1.14
N 2.05 -2.31 -0.31
N 1.59 -1.47 -1.28
C 2.28 -1.74 -2.40
C 3.20 -2.76 -2.13
C 3.02 -3.10 -0.81
C 3.75 -4.16 -0.04
C 2.07 -1.15 -3.78
C 3.32 -1.37 -4.64
C 1.76 0.35 -3.77
C 0.90 -1.92 -4.41
N 1.86 -1.01 1.88
N 1.40 0.22 1.51
C 1.93 1.11 2.34
C 2.75 0.44 3.26
C 2.68 -0.90 2.94
C 3.36 -2.04 3.62
C 1.74 2.61 2.37
C 1.31 3.02 3.78
C 3.09 3.29 2.04
C 0.69 3.10 1.38
C -3.52 -1.86 1.08
C -3.53 -0.44 0.52
C -4.08 -1.82 2.52
C -4.43 -2.77 0.24
H -0.37 -5.81 2.42
H 0.90 -5.44 1.26
H 1.00 -4.79 2.90
H -2.56 -4.48 1.97
H 2.11 -3.20 1.72
H 3.90 -3.22 -2.81
H 4.45 -4.65 -0.70
H 4.30 -3.73 0.80
H 3.06 -4.91 0.35
H 4.21 -0.98 -4.14
H 3.48 -2.43 -4.86
H 3.20 -0.85 -5.59
H 2.67 0.92 -3.59
H 1.37 0.64 -4.75
H 1.02 0.61 -3.02
H 1.11 -2.99 -4.44
H 0.00 -1.76 -3.83
H 0.72 -1.58 -5.43
H 3.33 0.86 4.07
H 3.94 -1.65 4.46
H 2.64 -2.76 4.00
H 4.04 -2.56 2.94
H 2.07 2.76 4.52
H 1.16 4.10 3.82
H 0.38 2.52 4.05
H 3.88 2.93 2.71
H 3.37 3.08 1.01
H 3.00 4.37 2.17
H -0.27 2.64 1.61
H 0.59 4.19 1.46
H 0.96 2.85 0.36
H -2.90 0.21 1.13
H -3.16 -0.41 -0.51
H -4.54 -0.04 0.51
H -3.46 -1.18 3.15
H -5.10 -1.43 2.51
H -4.10 -2.82 2.96
H -4.08 -2.84 -0.79
H -4.47 -3.78 0.65
H -5.44 -2.36 0.23
C -0.78 -1.09 4.67
N -1.75 -0.01 4.76
C -2.48 0.08 6.01
C -1.84 0.88 3.74
C -2.79 2.04 3.92
O -1.19 0.75 2.72
H 0.00 -0.96 5.43
H -0.33 -1.07 3.68
H -1.27 -2.05 4.83
H -2.72 -0.92 6.35
H -3.41 0.62 5.88
H -1.89 0.58 6.78
H -3.82 1.69 3.93
H -2.67 2.71 3.07
H -2.60 2.59 4.84
N -2.51 0.07 -4.47
C -2.13 -0.40 -3.27
O -1.18 0.07 -2.66
C -2.91 -1.57 -2.72
I -2.93 -3.27 -4.02
H -2.15 0.98 -4.73
H -3.42 -0.15 -4.83
H -3.94 -1.28 -2.57
H -2.45 -1.89 -1.79
C 4.41 0.38 -0.50
C 3.57 1.48 -1.08
C 4.31 2.57 -1.82
O 2.36 1.50 -0.97
H 5.40 0.72 -0.23
H 4.50 -0.40 -1.26
H 3.91 -0.07 0.36
H 5.02 2.13 -2.53
H 4.89 3.16 -1.10
H 3.62 3.23 -2.33
Cl -4.41 0.82 -2.45
C -3.52 2.80 -1.14
Cl -3.45 4.03 -2.35
Cl -4.72 2.99 0.08
C -2.32 2.23 -0.76
N -1.36 1.64 -0.50
*
```